[1]
This record from OMol25 describes a single C3H6N2O2 molecule in a non-equilibrium geometry. The level of theory is ωB97M-V/def2-TZVPD.

Output
Energy above the lowest of the compared OMol25 structures with the same formula, charge and spin ... 116.1 kcal per mole
HOMO ... -9.98 eV
Energy ... -377.77425 Ha

Last column: Löwdin charge in e.
Positions of all 13 atoms, in Å:
C1 -1.187 -1.678 0.365  -0.11
C2 0.052 1.029 -0.823  -0.41
C3 0.573 1.028 0.621  -0.18
O1 -1.195 -0.257 0.416  -0.25
O2 0.856 1.580 -1.733  0.10
N1 -0.976 0.306 -1.029  0.18
N2 1.738 0.543 0.916  0.10
H1 1.622 1.990 -1.293  0.13
H2 2.027 -0.164 0.230  0.06
H3 0.080 1.765 1.267  0.12
H4 -0.212 -2.048 0.034  0.08
H5 -1.421 -2.071 1.358  0.09
H6 -1.956 -2.023 -0.331  0.08



[2]
This record from OMol25 describes a single C3H6N2O2 molecule in a non-equilibrium geometry. The level of theory is ωB97M-V/def2-TZVPD.

Output
Energy above the lowest of the compared OMol25 structures with the same formula, charge and spin ... 58.8 kcal per mole
HOMO ... -9.27 eV
Energy ... -377.86567 Ha

Last column: Löwdin charge in e.
Positions of all 13 atoms, in Å:
O1 1.121 -1.604 -1.160  0.10
C1 1.695 -0.854 -0.481  -0.26
C2 1.172 0.547 0.166  -0.06
N1 -0.213 0.391 0.915  0.03
C3 -1.352 -0.163 0.401  -0.56
N2 -1.834 0.270 -0.900  0.13
O2 -1.941 -1.014 1.146  -0.02
H1 2.782 -0.907 -0.127  0.12
H2 1.968 0.754 1.006  0.13
H3 1.149 1.275 -0.573  0.06
H4 -0.182 0.286 1.940  0.14
H5 -2.835 -0.071 -0.982  0.13
H6 -1.529 1.090 -1.350  0.06



[3]
This record from OMol25 describes a single C3H6N2O2 molecule. The level of theory is ωB97M-V/def2-TZVPD.

Output
Energy above the lowest of the compared OMol25 structures with the same formula, charge and spin ... 127.9 kcal per mole
HOMO ... -8.83 eV
Energy ... -377.75557 Ha

Last column: Löwdin charge in e.
Positions of all 13 atoms, in Å:
C1 -1.102 -0.782 0.206  -0.20
N1 1.645 -0.427 -0.860  0.10
C2 0.477 0.323 -1.185  -0.46
C3 -1.682 -1.217 1.278  0.01
O1 0.423 1.629 -0.620  -0.10
O2 0.454 1.566 0.802  -0.02
N2 -0.697 -0.440 -0.886  0.16
H1 -0.282 2.136 1.062  0.11
H2 2.482 0.062 -1.150  0.09
H3 1.686 -0.588 0.141  0.08
H4 0.463 0.556 -2.259  0.15
H5 -2.420 -0.632 1.794  0.05
H6 -1.446 -2.186 1.676  0.05



[4]
This record from OMol25 describes a molecular structure, C3H6N2O2 in a non-equilibrium geometry. The level of theory is ωB97M-V/def2-TZVPD.

Output
Energy above the lowest of the compared OMol25 structures with the same formula, charge and spin ... 192.1 kcal per mole
HOMO ... -9.42 eV
Energy ... -377.65324 Ha

Last column: Löwdin charge in e.
Positions of all 13 atoms, in Å:
C1 0.483 1.154 1.101  -0.09
C2 -0.420 -0.503 -0.254  -0.51
C3 0.549 -1.608 0.219  -0.07
H1 1.284 0.408 1.482  0.10
H2 -0.277 1.233 1.932  0.11
H3 0.802 2.190 0.676  0.14
H4 -1.766 1.497 -0.886  0.20
H5 -1.730 -1.749 -0.897  0.12
H6 -0.047 -2.830 0.654  0.22
N1 0.116 0.640 -0.162  -0.18
N2 -1.511 -0.590 -0.989  0.11
O1 -0.812 1.733 -0.357  -0.11
O2 1.791 -1.152 0.195  -0.03



[5]
This record from OMol25 describes a single C3H6N2O2 molecule in a non-equilibrium geometry. The level of theory is ωB97M-V/def2-TZVPD.

Output
Energy above the lowest of the compared OMol25 structures with the same formula, charge and spin ... 132.6 kcal per mole
HOMO ... -9.27 eV
Energy ... -377.74796 Ha

Last column: Löwdin charge in e.
Positions of all 13 atoms, in Å:
C1 -0.126 -0.247 0.062  -0.52
C2 1.225 1.540 0.143  -0.17
C3 0.187 1.558 1.143  -0.21
H1 0.572 -2.560 -0.889  0.22
H2 -1.236 -1.697 0.448  0.13
H3 2.216 1.492 0.596  0.12
H4 0.883 2.118 -0.673  0.11
H5 -0.274 2.561 1.219  0.13
H6 0.858 1.412 2.047  0.14
N1 -0.900 -1.264 -0.379  -0.04
N2 0.958 0.147 -0.498  0.13
O1 -0.499 -2.269 -1.257  -0.08
O2 -0.893 0.692 0.669  0.03



[6]
This record from OMol25 describes a single C3H6N2O2 molecule in a non-equilibrium geometry. The level of theory is ωB97M-V/def2-TZVPD.

Output
Energy above the lowest of the compared OMol25 structures with the same formula, charge and spin ... 93.1 kcal per mole
HOMO ... -9.77 eV
Energy ... -377.81095 Ha

Last column: Löwdin charge in e.
Positions of all 13 atoms, in Å:
C1 0.325 -1.149 0.210  -0.14
C2 0.922 0.992 0.025  -0.15
C3 -0.581 0.762 -0.160  -0.51
H1 -2.464 -0.032 0.330  0.13
H2 0.481 -2.217 -0.207  0.15
H3 0.060 -1.282 1.325  0.16
H4 1.808 -0.334 -1.066  0.13
H5 1.153 1.708 0.911  0.15
H6 1.334 1.614 -0.854  0.15
N1 -0.855 -0.444 -0.358  -0.10
N2 1.469 -0.308 -0.085  -0.04
O1 -2.149 -0.892 -0.110  0.05
O2 -1.502 1.583 0.039  0.03